Density functional theory data (ωB97M-V with the def2-TZVPD basis set) for a single C22H15N5O3S molecule at a distorted geometry.

Output
Molar mass = 429.46 g mol⁻¹
Largest force on an atom = 0.10889 Eh/bohr
LUMO = -1.32 eV
Energy relative to the best compared isomer or geometry (same formula, charge and spin) = 593.1 kJ/mol
Total charge = 0
Structure (SMILES) = C#CCn1c(-c2ccc(C(=O)N/N=C/c3ccc([N+](=O)[O-])s3)cc2)nc2ccccc21
HOMO = -8.502 eV

Bonds (Å) are listed after each position.
Atoms and positions in Å:
1 C -0.696 5.556 2.741  C2 1.193, H32 1.048
2 C -0.063 4.545 2.749  C1 1.193, C3 1.482
3 C 0.652 3.265 2.963  C2 1.482, N4 1.438, H33 1.086, H34 1.078
4 N 1.854 3.181 2.179  C3 1.438, C5 1.420, C31 1.391
5 C 2.158 2.447 1.002  N4 1.420, C6 1.538, N25 1.327
6 C 1.174 1.461 0.351  C5 1.538, C7 1.402, C24 1.383
7 C -0.218 1.624 0.369  C6 1.402, C8 1.416, H35 1.140
8 C -1.110 0.566 0.068  C7 1.416, C9 1.416, H36 1.080
9 C -0.558 -0.641 -0.426  C8 1.416, C10 1.422, C23 1.394
10 C -1.557 -1.542 -0.887  C9 1.422, O11 1.263, N12 1.340
11 O -2.486 -1.079 -1.607  C10 1.263
12 N -1.231 -2.824 -0.674  C10 1.340, N13 1.363, H37 1.016
13 N -1.634 -3.977 -1.277  N12 1.363, C14 1.306
14 C -2.883 -4.059 -1.650  N13 1.306, C15 1.482, H38 1.033
15 C -3.389 -5.119 -2.555  C14 1.482, C16 1.330, S22 1.802
16 C -4.390 -5.008 -3.422  C15 1.330, C17 1.438, H39 1.017
17 C -4.631 -6.251 -4.103  C16 1.438, C18 1.482, H40 1.054
18 C -3.685 -7.320 -3.706  C17 1.482, N19 1.403, S22 1.771
19 N -3.636 -8.634 -4.198  C18 1.403, O20 1.208, O21 1.212
20 O -2.827 -9.379 -3.698  N19 1.208
21 O -4.375 -8.990 -5.090  N19 1.212
22 S -2.571 -6.722 -2.466  C15 1.802, C18 1.771
23 C 0.822 -0.810 -0.512  C9 1.394, C24 1.431, H41 1.122
24 C 1.683 0.256 -0.100  C6 1.383, C23 1.431, H42 1.121
25 N 3.400 2.620 0.568  C5 1.327, C26 1.375
26 C 3.836 3.646 1.372  N25 1.375, C27 1.407, C31 1.373
27 C 5.075 4.309 1.443  C26 1.407, C28 1.336, H43 1.061
28 C 5.347 5.250 2.353  C27 1.336, C29 1.389, H44 1.089
29 C 4.301 5.844 3.046  C28 1.389, C30 1.401, H45 1.118
30 C 3.080 5.159 3.105  C29 1.401, C31 1.366, H46 1.101
31 C 2.891 4.105 2.257  N4 1.391, C26 1.373, C30 1.366
32 H -1.231 6.457 2.782  C1 1.048
33 H 0.115 2.322 2.897  C3 1.086
34 H 1.007 3.207 3.979  C3 1.078
35 H -0.771 2.563 0.703  C7 1.140
36 H -2.164 0.683 0.273  C8 1.080
37 H -0.273 -2.855 -0.338  N12 1.016
38 H -3.623 -3.344 -1.559  C14 1.033
39 H -5.010 -4.221 -3.599  C16 1.017
40 H -5.397 -6.317 -4.824  C17 1.054
41 H 1.347 -1.703 -0.944  C23 1.122
42 H 2.733 -0.122 -0.198  C24 1.121
43 H 5.750 3.873 0.750  C27 1.061
44 H 6.289 5.791 2.424  C28 1.089
45 H 4.640 6.670 3.719  C29 1.118
46 H 2.258 5.520 3.742  C30 1.101